Record 1
Entry from the Open Molecules 2025 dataset: C28H32F3N7O2PbS as an isolated structure (wB97M-V/def2-TZVPD).

Structure (XYZ):
```
74
Properties=species:S:1:pos:R:3:forces:R:3
Pb 0.354 -0.999 -0.978 -0.042 0.008 -0.043
C 0.226 0.233 6.990 0.005 -0.020 -0.002
C -0.087 0.266 5.538 0.025 -0.041 0.053
C -0.732 1.408 4.983 -0.047 0.027 -0.068
C -1.042 1.432 3.673 0.025 -0.008 0.066
C -0.707 0.328 2.782 -0.053 0.092 -0.053
N -0.838 0.408 1.497 0.037 -0.090 0.082
C -1.001 1.632 0.874 -0.007 -0.034 -0.097
C -0.175 2.717 1.202 0.081 0.041 0.046
C -0.246 3.908 0.508 -0.048 -0.040 -0.034
C -1.149 4.068 -0.539 0.021 0.004 0.025
C -1.221 5.345 -1.318 0.006 -0.001 -0.005
C -1.963 2.983 -0.884 0.040 -0.006 0.023
C -1.885 1.776 -0.221 -0.030 0.035 -0.018
N -2.820 0.767 -0.567 -0.056 0.016 0.069
C -4.164 0.930 -0.665 -0.041 0.001 0.005
C -4.696 -0.283 -1.010 0.027 -0.003 -0.005
C -3.584 -1.136 -1.102 -0.012 -0.108 0.025
N -2.454 -0.504 -0.829 0.107 0.121 -0.099
C -0.165 -0.895 3.406 -0.014 0.028 0.088
C 0.158 -0.853 4.753 0.009 0.032 -0.063
N 0.110 -2.035 2.702 0.053 0.027 -0.075
C 1.002 -3.025 3.074 0.019 0.003 0.053
C 0.849 -4.048 2.207 0.030 -0.037 0.015
C -0.169 -3.610 1.318 -0.082 0.040 -0.103
N -0.598 -2.402 1.591 -0.026 -0.133 0.111
H 0.362 1.233 7.395 0.006 0.005 -0.003
H 1.105 -0.376 7.197 -0.009 -0.001 0.001
H -0.617 -0.225 7.519 -0.007 0.019 0.001
H -1.006 2.227 5.634 0.007 -0.003 0.005
H -1.605 2.256 3.257 0.001 -0.002 -0.041
H 0.592 2.575 1.953 -0.046 0.015 0.008
H 0.422 4.718 0.772 -0.001 0.001 -0.003
H -0.845 6.185 -0.737 -0.001 -0.002 0.000
H -2.241 5.562 -1.632 0.000 0.001 0.003
H -0.610 5.268 -2.221 -0.003 0.004 -0.002
H -2.669 3.081 -1.699 -0.006 0.004 0.004
H -4.626 1.881 -0.460 0.009 0.000 -0.006
H -5.733 -0.525 -1.162 0.007 0.005 0.001
H -3.568 -2.188 -1.341 -0.002 0.003 -0.006
H 0.564 -1.730 5.234 0.013 -0.011 -0.015
H 1.696 -2.894 3.885 -0.014 0.019 0.004
H 1.391 -4.978 2.191 -0.005 0.004 -0.006
H -0.607 -4.152 0.493 -0.006 -0.003 0.002
C 1.233 -3.199 -3.475 -0.004 -0.008 0.021
C 2.278 -2.119 -3.723 0.041 0.010 -0.009
N 2.394 -1.159 -2.608 -0.037 -0.013 -0.035
C 2.765 0.199 -3.050 0.001 -0.041 0.041
C 1.703 0.860 -3.931 0.007 -0.026 -0.009
S -0.032 0.574 -3.453 -0.004 -0.048 0.089
C -0.541 -0.752 -4.609 0.003 -0.013 -0.012
C -0.969 -2.081 -3.994 0.034 -0.020 0.023
N -0.056 -2.671 -2.999 -0.039 0.042 -0.064
H 1.115 -3.792 -4.389 0.008 0.010 -0.002
H 1.599 -3.877 -2.701 -0.001 -0.001 -0.007
H 3.234 -2.608 -3.921 0.004 0.005 -0.011
H 2.036 -1.563 -4.624 -0.006 0.000 -0.018
H 3.111 -1.482 -1.964 -0.001 0.020 0.030
H 2.913 0.797 -2.155 0.009 0.005 0.002
H 3.706 0.191 -3.611 -0.008 -0.007 -0.007
H 1.852 1.939 -3.905 -0.010 0.001 0.011
H 1.784 0.568 -4.977 0.003 0.004 -0.003
H -1.394 -0.364 -5.165 0.000 0.013 0.010
H 0.264 -0.872 -5.330 -0.002 -0.011 0.000
H -1.922 -1.934 -3.485 -0.009 -0.001 -0.003
H -1.149 -2.778 -4.822 0.008 0.021 -0.009
H -0.559 -3.449 -2.585 -0.010 0.007 0.010
F 4.183 0.055 2.314 0.148 -0.046 0.083
C 3.123 0.737 1.916 0.018 0.028 -0.137
F 3.478 1.985 1.639 0.046 0.023 0.018
F 2.250 0.790 2.959 -0.085 0.018 0.136
C 2.400 0.052 0.735 -0.195 -0.098 -0.097
O 1.892 0.813 -0.126 0.004 -0.090 0.043
O 2.298 -1.189 0.778 0.106 0.201 -0.038
```
Forces are in eV/Å.

Calculated values
* electronic energy: -68302.9714 eV
* spin multiplicity: 1
* net charge: +2

Record 2
Entry from the Open Molecules 2025 dataset: one molecule with the formula C6H12N4O2 (wB97M-V/def2-TZVPD).

Structure (XYZ):
```
24
Properties=species:S:1:pos:R:3:forces:R:3
C 0.116 0.628 0.899 -0.293 -1.876 0.483
C -1.026 1.022 0.365 2.516 0.266 1.430
C 0.367 -0.878 1.148 -0.672 0.589 0.526
C 2.469 -1.172 -0.001 -2.062 -0.925 -2.656
C 0.453 -1.398 -1.242 -0.781 -0.987 -2.005
C -3.139 2.130 0.147 1.177 -0.681 3.482
N 2.691 0.133 -0.687 -0.935 -2.782 -0.328
N 1.010 -1.534 0.044 4.079 -0.039 0.889
N -1.959 1.463 -0.210 -0.650 0.292 -2.515
N 3.227 0.912 0.059 0.337 2.956 -4.452
O 3.529 2.143 -0.607 0.871 2.529 0.385
O 3.545 0.981 1.172 0.825 -0.368 3.926
H 0.983 1.199 1.128 -0.022 1.194 -0.164
H 1.045 -1.055 2.073 -1.591 0.277 -1.342
H -0.642 -1.321 1.200 0.463 -0.251 0.673
H 2.918 -1.877 -0.725 0.012 0.081 0.656
H 2.916 -1.196 0.952 0.435 -0.160 1.092
H -0.569 -1.738 -1.129 -0.563 -0.030 -0.307
H 0.404 -0.344 -1.613 0.312 -0.856 -0.107
H 0.929 -2.171 -2.006 -0.657 1.889 1.494
H -3.909 2.105 -0.502 -2.095 -0.133 -2.726
H -3.493 1.683 1.053 -0.650 -0.571 0.741
H -2.968 3.109 0.498 0.562 1.504 -0.198
H 3.561 2.322 -1.586 -0.619 -1.916 1.023
```
Forces are in eV/Å.

Calculated values
* SMILES: CN=C=CCN(C)C/N=[N+](\[O-])O
* electronic energy: -16464.7183 eV
* spin multiplicity: 1
* net charge: 0

Record 3
Entry from the Open Molecules 2025 dataset: an isolated ion of composition CH2O3PS and charge -1 (wB97M-V/def2-TZVPD).

Structure (XYZ):
```
8
Properties=species:S:1:pos:R:3:forces:R:3
C -0.603 -0.868 0.572 2.243 0.707 1.137
O -1.427 -0.707 -0.308 -1.768 -0.093 -0.796
O -0.603 -1.118 1.781 -0.320 -0.243 -0.626
O 0.646 -0.216 -1.684 0.134 0.633 -2.637
P 1.196 -0.409 -0.248 0.707 0.633 3.035
S 1.125 1.926 0.673 0.850 -1.519 -0.919
H -0.295 0.011 -1.674 -0.714 -0.358 0.279
H -0.039 1.381 0.890 -1.132 0.240 0.527
```
Forces are in eV/Å.

Calculated values
* SMILES: O=C([O-])P(O)S
* electronic energy: -27338.1366 eV
* spin multiplicity: 1
* net charge: -1

Record 4
Entry from the Open Molecules 2025 dataset: a 2-piece molecular cluster, C5H12O overall (wB97M-V/def2-TZVPD).

Structure (XYZ):
```
18
Properties=species:S:1:pos:R:3:forces:R:3
C -0.187 -1.227 0.792 0.299 -1.757 0.782
C -1.322 -0.417 0.308 -1.381 1.222 -0.655
C 0.585 -1.631 -0.487 0.250 -0.119 0.273
C -0.668 0.428 -0.766 0.426 2.032 0.165
C 0.561 -0.314 -1.293 0.448 -0.247 -0.774
H -0.603 -2.058 1.393 0.688 0.061 -0.226
H 0.478 -0.636 1.450 -0.265 -0.180 -0.283
H -1.767 0.210 1.105 0.058 -0.310 -0.398
H -2.142 -0.987 -0.169 0.417 -0.191 0.500
H 0.066 -2.413 -1.074 0.085 0.266 0.491
H 1.589 -2.016 -0.227 -0.420 0.266 -0.358
H -0.138 1.251 -0.249 -0.967 0.238 -0.092
H -1.345 0.883 -1.515 0.352 -0.419 0.317
H 1.418 0.348 -1.063 -0.088 -0.734 -0.297
H 0.534 -0.459 -2.390 0.108 -0.108 0.560
O 1.368 3.115 1.406 -1.168 -0.336 -0.050
H 0.922 2.392 1.903 0.428 0.790 -0.542
H 0.651 3.530 0.875 0.730 -0.473 0.585
```
Forces are in eV/Å.

Calculated values
* SMILES: C1CCCC1.O
* electronic energy: -7426.7622 eV
* spin multiplicity: 1
* net charge: 0

Record 5
Entry from the Open Molecules 2025 dataset: one molecule with the formula C9H7OPS2 (wB97M-V/def2-TZVPD).

Structure (XYZ):
```
20
Properties=species:S:1:pos:R:3:forces:R:3
C 0.328 -1.346 2.358 -1.686 0.246 1.071
C 0.242 1.254 -2.503 1.391 -0.179 -1.134
C 0.954 -0.498 3.295 -0.323 -0.761 -2.230
C 1.092 2.323 -2.410 -0.573 -1.080 1.878
C 0.339 -0.775 1.042 0.116 0.389 -0.381
C 0.329 0.447 -1.293 -1.092 1.370 -0.368
C 1.020 0.427 0.985 0.248 0.042 0.289
C 1.064 1.102 -0.329 0.183 -0.452 0.410
C -2.253 -1.082 -0.305 0.982 1.459 0.874
O -0.208 -2.293 -1.490 -0.023 1.842 1.547
P -0.472 -1.063 -0.626 1.263 -2.281 -0.799
S 1.618 0.949 2.528 -0.621 -1.484 -0.213
S 1.881 2.542 -0.891 -1.130 -1.476 0.376
H -0.429 -2.215 2.623 2.231 1.666 -0.371
H -0.123 1.075 -3.558 -0.191 -0.326 1.772
H 1.151 -0.716 4.322 -0.083 0.138 0.400
H 1.228 3.129 -3.022 0.253 1.561 -2.122
H -2.650 -0.127 -0.001 -0.124 0.490 0.069
H -2.661 -1.366 -1.229 -0.829 -0.634 -1.082
H -2.450 -1.765 0.505 0.008 -0.529 0.014
```
Forces are in eV/Å.

Calculated values
* SMILES: CP1(=O)c2ccsc2-c2sccc21
* electronic energy: -42452.7490 eV
* spin multiplicity: 1
* net charge: 0

In the order shown, the computed maximum force values come out to 0.24 5.35 3.18 2.08 2.81 eV/A.